{
  "formula": "C6H8N2O",
  "method": "the ωB97M-V functional and the def2-TZVPD basis",
  "e_above_lowest_kcal_mol": 90.4,
  "species": ["C", "C", "C", "C", "C", "C", "N", "N", "O", "H", "H", "H", "H", "H", "H", "H", "H"],
  "positions_angstrom": [[0.66908, -1.01726, -2.17338], [-1.13346, 0.36951, 0.55386], [-0.25085, -0.75818, 0.37746], [0.69517, -0.02052, -1.12818], [-2.02951, 0.36898, 1.70677], [2.03538, 0.44859, -0.53888], [0.99258, -1.66445, -3.05998], [-1.02450, 1.28766, -0.31449], [-0.15250, 1.02249, -1.41104], [0.40246, -1.04000, 1.15427], [-0.60776, -1.71769, 0.12467], [-2.80433, -0.31158, 1.40842], [-2.40950, 1.38945, 2.14704], [-1.46852, -0.19147, 2.41181], [2.37924, -0.09618, 0.29305], [1.95507, 1.47867, -0.14755], [2.75197, 0.45197, -1.40384]],
  "mulliken_charge": [0.10, 0.99, -1.31, 0.95, -1.01, -1.27, -0.45, -0.59, -0.25, 0.44, 0.46, 0.29, 0.29, 0.35, 0.31, 0.33, 0.36]
}

{
  "formula": "C7H19BClF3NNbO4PS",
  "method": "the ωB97M-V functional and the def2-TZVPD basis",
  "total_charge": -1,
  "species": ["N", "B", "O", "Nb", "C", "C", "C", "F", "F", "F", "P", "O", "Cl", "H", "H", "H", "H", "H", "H", "H", "H", "H", "H", "H", "C", "C", "C", "S", "O", "O", "C", "H", "H", "H", "H", "H", "H", "H", "H"],
  "positions_angstrom": [[2.86767, 3.12027, 0.46393], [3.84730, 2.32280, -0.28260], [4.63624, 2.98658, -1.19950], [4.03538, 0.01468, 0.12148], [2.27221, -0.56104, -1.18944], [1.05729, 0.38992, -1.19685], [-0.22695, -0.35822, -1.12490], [-0.39579, -1.20794, -2.07674], [-0.36355, -0.96515, 0.02552], [-1.25746, 0.50419, -1.16677], [5.73751, -0.07125, -1.84113], [7.24605, -0.13608, -1.12595], [5.47934, -1.83675, -2.98850], [2.18507, 3.48117, -0.19775], [2.41809, 2.51642, 1.14174], [4.50734, 3.93359, -1.02289], [4.53224, -1.72995, 0.49805], [5.40067, 0.54628, 1.21195], [2.93003, 0.05252, 1.57574], [1.93555, -1.51751, -0.79424], [2.60163, -0.76869, -2.20042], [1.02651, 1.07814, -0.36302], [1.06067, 0.94393, -2.12238], [7.88244, 0.05369, -1.82926], [-3.68424, -0.68636, 1.88982], [-3.75201, -0.72899, 0.35894], [-5.05276, -1.44932, -0.02215], [-6.20316, -1.15380, 1.32537], [-6.49509, -2.40979, 1.97069], [-7.25879, -0.27894, 0.87845], [-5.06548, -0.23384, 2.35527], [-2.90421, -0.01283, 2.24040], [-3.46807, -1.68365, 2.27878], [-3.76520, 0.28862, -0.03362], [-2.88762, -1.22957, -0.06664], [-5.48118, -1.06228, -0.94292], [-4.90839, -2.52477, -0.10482], [-5.26614, -0.45150, 3.40169], [-5.22316, 0.82540, 2.15467]],
  "mulliken_charge": [-0.69, 0.67, -0.62, -0.57, -1.06, -0.06, 0.71, -0.29, -0.27, -0.31, 0.24, -0.46, -0.35, 0.25, 0.25, 0.28, -0.01, 0.03, -0.08, 0.43, 0.31, -0.01, 0.33, 0.32, -0.68, -0.27, -0.71, 1.16, -0.66, -0.68, -0.72, 0.33, 0.34, 0.30, 0.06, 0.36, 0.37, 0.41, 0.35]
}

{
  "formula": "C33H84O27S7",
  "method": "the ωB97M-V functional and the def2-TZVPD basis",
  "e_above_lowest_kcal_mol": 64.3,
  "species": ["C", "C", "O", "S", "C", "O", "O", "H", "H", "H", "H", "H", "H", "H", "H", "C", "C", "O", "S", "C", "O", "O", "H", "H", "H", "H", "H", "H", "H", "H", "C", "C", "O", "S", "C", "O", "O", "H", "H", "H", "H", "H", "H", "H", "H", "C", "C", "O", "S", "C", "O", "O", "H", "H", "H", "H", "H", "H", "H", "H", "C", "C", "O", "S", "C", "O", "O", "H", "H", "H", "H", "H", "H", "H", "H", "C", "C", "O", "S", "C", "O", "O", "H", "H", "H", "H", "H", "H", "H", "H", "C", "C", "O", "S", "C", "O", "O", "H", "H", "H", "H", "H", "H", "H", "H", "C", "O", "C", "C", "O", "C", "C", "O", "C", "H", "H", "H", "H", "H", "H", "H", "H", "H", "H", "H", "H", "H", "H", "C", "O", "C", "C", "O", "C", "C", "O", "C", "H", "H", "H", "H", "H", "H", "H", "H", "H", "H", "H", "H", "H", "H"],
  "positions_angstrom": [[-6.15870, 19.54863, -0.14530], [-6.92484, 18.28972, 0.35351], [-7.08389, 18.53707, 1.78713], [-8.30849, 17.68704, 2.56106], [-9.73763, 18.75027, 1.98699], [-8.38004, 16.40694, 1.88292], [-8.17902, 17.80908, 3.99812], [-5.86716, 19.49426, -1.19418], [-5.18991, 19.67573, 0.33783], [-6.72387, 20.47489, -0.04169], [-7.87199, 18.25104, -0.18454], [-6.46611, 17.32696, 0.12818], [-9.89011, 18.55730, 0.92510], [-9.55489, 19.76667, 2.33573], [-10.63747, 18.42791, 2.51090], [-6.52654, 26.43799, 6.98133], [-7.78515, 26.67317, 6.13258], [-8.12249, 25.41282, 5.64188], [-7.66009, 24.98838, 4.06721], [-8.83340, 26.10048, 3.06849], [-6.29987, 25.33831, 3.86735], [-8.07490, 23.61289, 3.89234], [-6.02822, 27.33996, 7.33661], [-5.68094, 25.93909, 6.50787], [-6.79631, 25.86259, 7.86690], [-8.52918, 27.05613, 6.83104], [-7.56775, 27.40017, 5.35007], [-8.58847, 27.15690, 3.17845], [-9.84546, 25.96889, 3.45127], [-8.70940, 25.81097, 2.02498], [-13.09700, 18.03773, 8.85473], [-12.27741, 19.34125, 8.61937], [-13.07455, 20.43534, 8.90477], [-12.62185, 21.94582, 8.29001], [-10.98927, 22.07248, 9.13444], [-12.32116, 21.84953, 6.86228], [-13.56020, 22.98823, 8.71291], [-13.07288, 17.71320, 9.89501], [-12.63241, 17.25740, 8.25195], [-14.15043, 18.01380, 8.57579], [-11.36287, 19.38509, 9.21081], [-11.91685, 19.43317, 7.59485], [-10.51263, 23.05047, 9.06758], [-10.34108, 21.24804, 8.83739], [-11.16554, 22.14116, 10.20790], [-2.04970, 23.60045, 0.01047], [-3.32715, 24.18161, -0.55532], [-3.46294, 24.05664, -1.97879], [-4.87995, 24.57318, -2.63979], [-4.23883, 26.19111, -3.04582], [-5.14214, 23.80851, -3.83690], [-5.90637, 24.63857, -1.61516], [-1.99180, 23.76236, 1.08682], [-1.15452, 24.08156, -0.38360], [-1.96271, 22.53552, -0.20506], [-4.17317, 23.78314, 0.00467], [-3.33332, 25.23276, -0.26697], [-3.23169, 26.08807, -3.44972], [-4.18835, 26.78617, -2.13398], [-4.95429, 26.66532, -3.71763], [-3.23631, 34.57626, 2.34018], [-2.89844, 33.05953, 1.98456], [-4.13297, 32.33531, 2.24796], [-3.91279, 30.66891, 2.42373], [-3.19301, 30.59824, 4.16488], [-5.28846, 30.10395, 2.61644], [-2.99515, 30.19026, 1.38625], [-2.51911, 35.36086, 2.09908], [-3.58073, 34.78761, 3.35250], [-4.10256, 34.83784, 1.73250], [-2.79181, 33.02944, 0.90021], [-1.98154, 32.65190, 2.41027], [-2.95851, 29.56612, 4.42537], [-4.04699, 30.90023, 4.77121], [-2.26776, 31.17442, 4.16358], [4.30432, 27.09306, 7.51361], [2.97669, 26.60963, 8.01981], [2.21829, 27.54004, 8.72511], [0.85920, 28.15882, 8.09342], [0.06302, 28.60800, 9.71370], [1.21055, 29.37868, 7.36876], [0.08657, 27.07706, 7.51091], [4.98936, 27.49236, 8.26152], [4.11414, 27.97301, 6.89910], [4.83960, 26.38253, 6.88374], [2.44981, 26.12625, 7.19710], [3.12882, 25.86479, 8.80094], [0.04415, 27.75170, 10.38787], [-0.95777, 28.93700, 9.51918], [0.60947, 29.46170, 10.11457], [-15.83886, 22.32054, 3.16162], [-15.11877, 23.48403, 2.51911], [-15.53098, 23.59650, 1.15240], [-14.91833, 24.85491, 0.28341], [-15.86272, 26.32327, 1.03997], [-13.51718, 24.92136, 0.56286], [-15.34894, 24.59876, -1.12240], [-15.62833, 22.19595, 4.22381], [-15.59599, 21.43179, 2.57918], [-16.90118, 22.56238, 3.12852], [-15.38293, 24.42624, 2.99929], [-14.03722, 23.34972, 2.50157], [-16.44840, 26.00292, 1.90163], [-16.56671, 26.58654, 0.25054], [-15.27940, 27.18896, 1.35369], [-1.58717, 21.34415, 7.31315], [-2.27282, 21.00005, 6.11802], [-3.62767, 21.42444, 5.96756], [-4.64693, 20.64537, 6.70457], [-4.67318, 20.63809, 8.18316], [-5.01640, 21.87139, 8.80471], [-5.46020, 21.62731, 10.22560], [-5.87795, 22.84213, 10.75365], [-6.18706, 22.75070, 12.15273], [-1.85470, 20.68002, 8.13502], [-1.74278, 22.29838, 7.81645], [-0.52653, 21.13771, 7.16989], [-3.97425, 21.34939, 4.93686], [-3.69642, 22.51135, 6.01211], [-4.57942, 19.60881, 6.37428], [-5.64520, 20.99723, 6.44429], [-5.78974, 22.35449, 8.20749], [-4.11910, 22.49014, 8.81433], [-4.67470, 21.17400, 10.83022], [-6.32967, 20.97326, 10.15973], [-5.28262, 22.48426, 12.69961], [-7.05588, 22.11084, 12.30711], [-6.50565, 23.74642, 12.46117], [-11.00039, 28.13352, 11.24623], [-12.01519, 28.82743, 10.64596], [-11.62715, 30.15890, 10.30378], [-12.81543, 30.91000, 9.65251], [-13.30801, 30.22843, 8.49633], [-12.88177, 30.79678, 7.23928], [-13.24842, 29.85558, 6.07303], [-12.40008, 28.76528, 5.92281], [-12.51420, 27.65671, 6.72809], [-10.90157, 28.50297, 12.26695], [-10.06905, 28.23675, 10.68942], [-11.31155, 27.08889, 11.25099], [-10.93274, 30.19565, 9.46441], [-11.13182, 30.62819, 11.15379], [-12.57375, 31.95834, 9.47735], [-13.57216, 30.83746, 10.43366], [-11.80228, 30.92941, 7.16713], [-13.35742, 31.76185, 7.06463], [-13.29746, 30.40643, 5.13374], [-14.27316, 29.54486, 6.27667], [-12.16438, 27.92067, 7.72611], [-11.93479, 26.80198, 6.37907], [-13.54759, 27.31003, 6.73265]],
  "mulliken_charge": [-1.25, -0.16, -0.25, 1.08, -0.88, -0.60, -0.56, 0.40, 0.31, 0.30, 0.30, 0.31, 0.32, 0.29, 0.38, -1.16, -0.13, -0.22, 1.00, -0.93, -0.55, -0.53, 0.40, 0.29, 0.27, 0.26, 0.26, 0.32, 0.32, 0.40, -1.22, -0.16, -0.30, 1.09, -0.96, -0.56, -0.58, 0.30, 0.35, 0.34, 0.25, 0.39, 0.39, 0.30, 0.37, -1.30, -0.05, -0.30, 1.07, -0.89, -0.59, -0.55, 0.37, 0.33, 0.33, 0.34, 0.24, 0.32, 0.32, 0.37, -1.18, -0.23, -0.31, 1.11, -0.87, -0.58, -0.59, 0.36, 0.30, 0.30, 0.27, 0.41, 0.37, 0.31, 0.32, -1.07, -0.26, -0.27, 1.16, -0.91, -0.60, -0.59, 0.30, 0.29, 0.35, 0.36, 0.26, 0.31, 0.36, 0.33, -1.25, -0.12, -0.29, 1.18, -0.89, -0.59, -0.62, 0.37, 0.31, 0.32, 0.27, 0.33, 0.30, 0.35, 0.33, -0.71, -0.38, -0.38, -0.56, -0.43, -0.02, -0.58, -0.26, -0.77, 0.29, 0.27, 0.30, 0.37, 0.32, 0.31, 0.43, 0.23, 0.11, 0.32, 0.28, 0.31, 0.31, 0.24, -0.79, -0.29, -0.45, -0.74, -0.32, -0.43, -0.69, -0.32, -0.39, 0.33, 0.33, 0.23, 0.27, 0.52, 0.40, 0.31, 0.34, 0.42, 0.37, 0.35, 0.07, 0.18, 0.31]
}

Number 1: orbital gap 10.41 eV. Number 2: orbital gap 6.09 eV. Number 3: orbital gap 9.35 eV.